1.
Density functional theory data (wB97M-V/def2-TZVPD) for 5 unconnected molecules or ions with the total composition C34H62F6N3O4.

XYZ file:
```
109
Properties=species:S:1:pos:R:3:lowdin_charge:R:1
H -3.079 1.889 -3.523 0.095
H 3.273 -6.238 -1.190 0.079
H 0.596 8.884 -3.642 0.084
H -0.810 -1.138 0.550 0.108
H -0.224 -0.889 2.283 0.120
C -3.415 0.551 -0.494 -0.011
F -1.165 -5.701 -2.278 0.097
H 0.718 10.070 -2.323 0.080
C 2.355 -1.180 1.698 0.005
H 0.074 -3.719 2.013 0.163
C -2.851 -2.011 2.189 -0.184
H -0.273 -3.218 -4.926 0.079
C -2.543 1.528 -1.369 -0.171
C 1.903 0.051 -5.577 -0.275
C 1.497 6.175 -0.410 -0.079
H -3.908 -0.374 -0.963 0.098
H -1.217 8.571 -1.976 0.119
C 0.789 9.008 -2.572 -0.079
F -2.700 -4.078 -2.786 0.088
H 2.433 -0.654 -4.929 0.102
C -4.429 -0.165 1.928 -0.085
H -1.487 4.444 8.501 0.083
H -0.223 -1.353 -6.581 0.110
H 5.845 -1.986 -1.616 0.119
H -2.883 0.108 -3.081 0.073
O -1.581 2.545 5.690 -0.186
H -1.233 -0.957 -5.206 0.108
H 1.699 7.196 -0.081 0.068
H 1.432 1.005 5.922 0.080
C -2.056 3.036 0.784 -0.045
C 0.335 -2.332 -4.728 -0.075
H 6.818 -3.235 -3.515 0.081
H -1.656 2.085 7.711 0.106
H 3.264 -0.193 -7.235 0.080
H 2.085 -0.233 2.287 0.065
H 3.424 -1.577 1.730 0.071
C -1.882 2.913 7.032 -0.278
H -0.106 4.097 7.459 0.067
H 1.783 6.499 -2.536 0.108
H 2.287 1.044 -5.329 0.119
H -1.896 -5.948 4.474 0.112
H 5.986 -3.682 -1.208 0.107
H -5.185 0.363 2.606 0.144
H 1.816 8.690 -2.387 0.065
C -0.211 2.300 5.394 -0.282
C -1.286 -5.103 3.971 -0.023
H -1.557 3.920 1.302 0.089
H 0.836 5.083 -2.127 0.107
H -1.350 1.099 -3.283 0.082
C -2.301 -3.885 3.771 -0.278
H -0.502 -4.787 4.736 0.104
C -0.211 8.206 -1.756 -0.278
F -3.084 -5.551 -1.063 0.106
H -2.484 -3.441 4.823 0.162
H -3.051 -0.630 3.655 0.187
H -0.869 -5.550 3.010 0.086
C 1.315 -1.758 0.919 -0.140
C -1.333 -3.731 -0.765 -0.210
C 3.883 -5.353 -0.997 -0.072
H 0.739 5.759 0.261 0.070
F -1.256 -2.498 -1.476 0.058
H -3.169 -2.070 0.069 0.110
O 0.516 0.063 -5.261 -0.173
C 2.189 -0.231 -7.042 -0.077
H 2.320 -3.976 -1.482 0.085
H 1.601 -2.305 -0.055 0.094
O 4.071 -2.961 -1.542 -0.176
N -3.390 -0.932 2.729 0.157
C 0.394 1.174 6.216 -0.079
C -0.224 -1.631 1.406 -0.123
H 0.314 -2.125 -3.654 0.066
H -3.030 2.307 2.849 0.100
N -1.789 -2.766 2.933 -0.001
F -3.624 -4.331 3.327 -0.054
H -4.953 -0.938 1.249 0.135
C -1.922 -3.592 0.712 -0.115
H 5.383 -4.256 -3.620 0.067
H 1.831 -1.217 -7.345 0.066
F 0.021 -4.196 -0.607 0.050
H 1.367 -2.567 -4.994 0.067
H -1.462 5.022 6.820 0.085
H 2.418 5.598 -0.298 0.079
H 3.863 -5.141 0.076 0.081
C 5.458 -2.979 -1.859 -0.275
N -3.101 -2.669 0.907 0.173
H -2.964 3.062 7.078 0.118
H -0.164 2.027 4.335 0.107
H -2.183 -4.640 1.082 0.162
H 3.328 -4.382 -2.855 0.108
H -0.168 0.247 6.067 0.074
H 0.380 1.395 7.285 0.070
H 0.369 3.222 5.500 0.110
C -1.193 4.191 7.480 -0.075
H 1.690 0.507 -7.679 0.085
C -2.095 -4.785 -1.710 -0.306
C -2.914 2.106 1.720 -0.015
H -0.056 8.358 -0.684 0.105
C -0.198 -1.141 -5.507 -0.274
C -3.573 0.865 1.018 -0.170
H 5.246 -2.533 -3.962 0.078
C 1.015 6.126 -1.850 -0.283
C -2.433 1.158 -2.926 -0.081
C -0.851 -3.083 1.820 -0.190
C -1.838 2.780 -0.728 0.004
C 5.743 -3.270 -3.323 -0.075
H -1.173 3.479 -1.359 0.105
H 4.914 -5.593 -1.263 0.069
C 3.354 -4.165 -1.782 -0.283
O -0.209 6.817 -2.062 -0.169
```

Calculated values
LUMO level ... -3.303 eV
Net charge ... +1
E_HOMO ... -0.4122 Ha
Frontier orbital gap ... 7.91 eV
Multiplicity ... 1

2.
Density functional theory data (wB97M-V/def2-TZVPD) for 6 unconnected molecules or ions with the total composition C34H63INO6.

XYZ file:
```
105
Properties=species:S:1:pos:R:3:lowdin_charge:R:1
H -2.817 1.749 3.397 0.062
H 2.151 1.074 -3.836 0.074
H -7.745 -0.793 -6.411 0.122
C 1.689 4.595 1.462 -0.199
H 1.884 -0.717 -3.303 0.071
H 1.752 6.037 6.570 0.121
H -8.689 -2.006 -4.533 0.124
H 2.710 -4.074 -1.860 0.111
O 3.942 -2.544 -2.530 -0.158
C 2.081 -8.588 0.156 -0.182
C -7.402 -1.032 -3.112 -0.210
C 2.186 -7.616 -0.999 -0.210
H 3.105 -7.357 1.580 0.116
H -0.681 0.746 6.033 0.089
H 3.514 2.184 0.555 0.117
H -5.947 1.537 -1.991 0.099
H 1.809 -1.032 1.655 0.091
C 3.713 -3.936 -2.274 -0.208
O 2.050 3.214 1.607 -0.171
H 4.446 -4.263 -1.528 0.118
H 4.837 -8.813 -0.452 0.120
H 1.718 -6.656 -0.753 0.111
C -1.899 0.597 -0.617 -0.056
H -0.345 8.496 4.550 0.120
C 0.400 7.805 4.953 -0.200
H -1.865 2.240 4.951 0.090
C -2.307 0.155 -2.147 -0.022
H 3.551 4.302 -0.542 0.117
H 5.929 -4.035 -3.900 0.121
H 3.430 5.626 2.189 0.121
H 1.144 -8.492 0.710 0.116
C 3.904 -4.662 -3.587 -0.178
C 0.684 5.934 6.343 -0.177
H -0.572 -1.425 -2.406 0.127
C -7.633 -1.728 -4.436 -0.173
C 4.316 -7.913 -0.107 -0.202
C -0.692 -0.510 1.188 -0.134
H 0.778 1.434 5.031 0.095
H 5.369 -1.719 -3.793 0.121
H -1.676 -0.413 3.866 0.137
H -8.876 0.760 -4.945 0.124
C 0.503 5.479 4.912 -0.221
C -3.815 0.470 -2.748 0.080
H -1.110 2.717 3.283 0.086
O -7.693 0.357 -3.316 -0.168
H 1.295 4.800 4.583 0.111
C -7.816 0.595 -4.726 -0.199
C 3.418 3.057 1.206 -0.209
H -7.029 -2.632 -4.554 0.120
H 2.340 0.398 2.782 0.097
C 1.408 0.147 -3.959 -0.635
H 2.159 -9.617 -0.213 0.120
C 3.825 4.342 0.519 -0.177
H 3.760 -1.989 -4.499 0.075
O 3.583 -7.378 -1.217 -0.154
H 2.821 6.282 0.657 0.121
C 0.032 7.292 6.328 -0.178
H -0.185 -1.560 0.939 0.149
C -0.858 0.442 3.780 -0.332
H -6.210 -0.575 -5.549 0.107
C 0.047 0.279 2.423 -0.277
H -0.642 1.347 -4.189 0.114
H 1.015 4.675 0.602 0.119
H -1.056 7.181 6.406 0.118
H 0.653 -0.508 5.364 0.079
C -1.092 -0.580 -3.031 -0.153
C -4.336 1.675 -0.190 0.035
C -1.735 1.865 3.826 -0.113
H -5.016 2.265 0.593 0.147
H 1.533 -1.241 3.508 0.083
H 1.373 8.307 4.964 0.120
C -4.849 1.257 -1.697 0.027
H 0.245 5.243 7.068 0.117
H 0.367 7.950 7.133 0.119
H 1.729 -8.001 -1.914 0.119
H 0.105 1.330 -2.454 0.115
H 2.968 -4.655 -4.157 0.119
H -7.258 1.496 -4.998 0.118
O -0.572 0.339 -0.036 -0.104
H 4.219 -5.701 -3.459 0.113
C 4.928 -3.799 -4.279 -0.173
H 4.013 2.885 2.110 0.119
C 0.087 0.496 5.158 -0.101
C -0.055 0.665 -3.429 -0.299
H 3.632 -9.049 1.631 0.118
H 4.897 4.542 0.588 0.120
I 1.378 -0.296 -6.119 0.670
H -1.558 -1.009 -4.031 0.122
H -4.111 0.166 -3.845 0.118
H -0.464 4.982 4.773 0.110
C 2.972 5.362 1.228 -0.169
H -8.037 -1.428 -2.315 0.124
H -2.631 1.602 1.198 0.118
C 4.523 -2.410 -3.835 -0.211
H -6.356 -1.112 -2.798 0.093
N -2.932 1.305 0.239 0.086
H -1.805 -0.753 1.476 0.133
H 5.060 -7.186 0.228 0.118
H 1.155 4.932 2.355 0.089
C 1.507 -0.443 2.649 -0.087
H 0.276 1.379 2.039 0.132
O 0.509 6.659 4.097 -0.152
C 3.304 -8.244 0.968 -0.182
H 4.937 -3.913 -5.366 0.119
C -7.298 -0.642 -5.426 -0.178
```

Calculated values
LUMO level ... -4.479 eV
Net charge ... +1
E_HOMO ... -0.4022 Ha
Frontier orbital gap ... 6.47 eV
Multiplicity ... 1

3.
Density functional theory data (wB97M-V/def2-TZVPD) for 9 unconnected molecules or ions with the total composition C34H63N7O2.

XYZ file:
```
106
Properties=species:S:1:pos:R:3:lowdin_charge:R:1
C -0.403 -4.061 3.679 -0.738
N 0.947 2.967 -5.261 0.158
H -0.364 0.051 -1.644 0.057
H -3.291 3.588 1.187 0.073
H 1.302 -0.521 -1.884 0.049
H 1.126 -1.045 1.018 0.035
H 0.089 3.849 -0.982 0.093
H -2.722 0.960 -1.233 0.065
H -2.033 -0.787 5.955 0.104
C -1.802 2.228 -3.643 -0.212
C -2.756 -4.132 -0.169 -0.262
H 0.559 -4.262 1.764 0.047
H -2.001 4.154 0.087 0.047
H 1.063 -2.808 2.677 0.063
C 2.003 2.698 -4.905 -0.216
H 2.009 5.975 -2.025 0.107
H 4.003 -4.931 -0.121 0.062
H 0.976 -5.767 3.581 0.055
H -3.963 2.196 -3.758 0.104
H 4.244 -4.868 1.625 0.068
H 1.548 -4.465 4.623 0.050
H 0.727 0.340 1.914 0.066
C 3.182 -2.293 -0.511 -0.183
H 4.018 3.146 -4.776 0.112
C 1.610 4.437 0.306 -0.240
C -2.584 2.801 3.845 -0.242
H 0.673 6.995 -0.211 0.069
H 2.631 -4.735 0.946 0.057
H 3.871 0.808 -5.963 0.106
H -1.790 0.328 3.856 0.078
C 0.599 -0.091 0.912 -0.083
H -0.246 -2.695 -0.380 0.070
O 2.413 1.132 -0.115 -0.301
H -0.909 -1.190 3.657 0.100
H 2.100 -2.276 -0.393 0.089
N -3.606 2.442 4.224 0.161
H -0.662 2.410 3.140 0.116
H -1.051 2.322 -2.852 0.094
H 0.046 7.531 -1.736 0.064
H -0.814 6.247 -0.835 0.065
H -2.606 -3.342 -2.107 0.111
H 0.908 1.141 -2.292 0.043
H 2.130 -0.167 -4.206 0.068
H -4.374 0.739 -1.815 0.074
C 3.356 2.345 -4.445 -0.188
H -0.502 4.679 1.870 0.068
H -0.674 -5.310 -1.932 0.074
C -4.027 -1.165 5.194 -0.111
H -3.021 -0.033 -2.630 0.066
N 3.710 -3.504 -2.760 0.133
C -0.117 -4.690 -1.220 -0.108
C -2.220 3.597 1.005 -0.102
C 0.163 6.643 -1.111 -0.112
H -0.471 -0.342 0.842 0.051
H -0.490 -2.896 1.762 0.040
C 1.096 4.280 -1.046 -0.196
H 0.474 1.788 -0.054 0.084
C -1.457 1.057 -4.445 -0.275
H 4.911 -2.706 0.697 0.105
N 1.992 4.578 1.378 0.162
H -1.856 2.598 0.737 0.069
C 0.695 0.336 -1.576 -0.084
H -0.832 3.829 4.209 0.119
C 3.466 -2.991 -1.762 -0.252
C 3.844 0.976 -4.884 -0.267
H -3.360 3.024 -2.408 0.099
H 3.596 -1.122 -4.479 0.062
C 1.005 5.588 -1.826 -0.256
H 0.929 -4.761 -1.527 0.056
H 3.271 2.385 -3.352 0.118
H -2.467 -2.179 -0.793 0.075
H 0.560 5.400 -2.806 0.099
H 0.228 -5.534 5.158 0.052
H 1.626 3.496 -1.592 0.103
H 4.921 0.980 -4.662 0.105
C -2.607 -1.041 2.595 -0.224
H -4.300 -0.112 5.094 0.047
N -1.170 0.128 -5.057 0.148
N -3.090 -1.309 1.587 0.177
H -4.434 -1.551 6.130 0.062
C -2.176 -3.181 -1.114 -0.197
H 3.474 -0.096 -3.051 0.071
C -3.341 0.884 -2.131 -0.104
N -3.221 -4.848 0.596 0.168
H -0.219 -5.151 -0.237 0.066
C 0.203 -3.440 2.403 -0.096
C -3.178 2.118 -2.997 -0.264
H 3.574 -1.274 -0.576 0.110
C -1.279 3.280 3.379 -0.172
C -1.899 -0.759 3.842 -0.184
C -2.514 -1.309 5.121 -0.249
H -0.499 -3.204 4.423 0.080
C 3.842 -2.934 0.715 -0.243
C 3.217 -0.170 -4.108 -0.106
C -1.425 4.191 2.168 -0.256
O -1.607 -4.614 3.462 -0.310
H -1.687 3.095 -4.297 0.100
H -0.270 -2.722 -2.092 0.102
H 3.410 -2.468 1.601 0.102
H -4.483 -1.743 4.389 0.075
H -2.202 -2.350 5.242 0.090
C 1.095 0.845 -0.187 -0.707
C -0.647 -3.267 -1.222 -0.261
C 3.672 -4.440 0.800 -0.111
H -2.031 5.051 2.499 0.108
C 0.643 -5.004 4.297 -0.117
```

Calculated values
ΔE to the lowest compared entry with this formula, charge and spin ... 0.00 kJ/mol
LUMO level ... 3.873 eV
Net charge ... -2
E_HOMO ... -0.0295 Ha
Frontier orbital gap ... 4.67 eV
Multiplicity ... 1

4.
Density functional theory data (wB97M-V/def2-TZVPD) for 10 unconnected molecules or ions with the total composition C34H64N4O6.

XYZ file:
```
108
Properties=species:S:1:pos:R:3:lowdin_charge:R:1
N 16.832 10.923 8.909 0.124
H 14.902 5.574 14.568 0.075
H 18.104 13.357 14.466 0.067
H 11.814 7.565 14.771 0.058
H 13.800 8.219 8.746 0.076
H 10.036 11.742 16.304 0.100
O 7.857 9.103 14.466 0.061
H 17.255 11.236 17.586 0.074
H 17.584 11.370 12.554 0.063
H 15.844 7.132 14.493 0.060
H 6.542 11.186 14.451 0.080
H 9.337 10.684 8.126 0.084
H 15.656 9.594 13.313 0.081
C 16.311 7.341 17.207 -0.175
H 12.383 8.882 11.345 0.061
O 14.557 6.899 11.573 0.016
C 15.206 6.480 15.091 -0.085
H 7.129 11.704 12.946 0.084
H 13.723 13.880 15.616 0.056
H 14.667 15.734 10.799 0.119
C 16.962 12.252 17.320 -0.037
H 13.750 12.290 12.780 0.049
H 14.256 6.963 15.320 0.046
H 12.251 9.588 17.484 0.084
C 8.273 10.115 13.924 -0.482
C 13.857 7.584 10.786 -0.454
O 12.834 9.722 14.371 0.027
O 12.893 6.985 17.498 0.063
H 9.990 9.472 7.178 0.078
C 11.509 10.611 8.257 -0.491
C 14.500 8.244 9.581 -0.025
H 16.761 7.159 18.183 0.118
H 12.894 11.907 7.342 0.088
C 10.133 9.940 8.152 -0.011
C 12.788 14.982 11.588 -0.228
H 19.152 11.987 14.932 0.079
C 17.181 8.279 16.518 -0.235
H 10.052 9.152 13.258 0.078
H 11.767 7.697 10.192 0.076
C 18.446 10.916 12.064 -0.267
H 11.371 11.799 6.501 0.088
H 10.704 9.115 16.692 0.073
H 12.971 14.503 9.440 0.072
C 11.452 6.968 15.608 -0.019
H 14.224 16.237 12.512 0.119
O 18.675 13.911 17.030 0.046
H 15.538 11.222 14.101 0.050
C 15.221 14.421 12.213 -0.189
C 10.955 12.209 18.142 -0.250
C 17.670 11.243 9.663 -0.200
C 12.401 7.828 11.069 -0.018
H 9.969 9.207 8.942 0.074
C 13.655 10.329 13.678 -0.446
H 15.379 7.889 17.340 0.103
H 11.000 8.702 18.340 0.097
H 15.270 9.851 15.039 0.070
H 7.947 12.189 14.518 0.075
H 14.616 9.311 9.771 0.057
H 10.365 6.898 15.567 0.082
C 12.804 13.959 16.197 -0.082
N 15.990 13.617 12.539 0.180
H 19.339 11.156 12.641 0.105
H 12.941 13.064 10.418 0.043
H 11.622 12.600 14.919 0.084
H 11.465 13.934 10.120 0.070
H 18.630 12.687 10.892 0.106
C 12.525 14.068 10.334 -0.087
C 12.109 11.211 7.045 -0.017
C 18.198 12.483 15.111 -0.038
H 10.224 10.890 13.854 0.054
H 16.852 5.412 16.180 0.102
C 9.656 10.168 13.268 -0.014
H 13.094 14.173 17.226 0.076
H 13.511 10.908 11.702 0.079
H 12.605 11.824 16.122 0.095
C 15.117 10.219 14.024 -0.003
H 9.593 10.544 12.247 0.083
N 17.885 9.009 15.947 0.161
H 10.100 13.456 16.794 0.121
C 18.695 11.612 10.722 -0.171
O 12.083 10.673 9.323 0.037
C 18.263 9.421 11.970 -0.107
C 11.958 12.684 15.952 -0.240
H 12.146 11.526 12.774 0.068
H 15.489 7.810 9.430 0.086
H 12.072 7.119 11.828 0.086
C 10.657 12.520 16.749 -0.178
H 12.489 14.537 12.537 0.090
H 11.838 5.960 15.461 0.081
H 12.484 10.411 6.406 0.097
H 17.406 11.784 14.844 0.024
H 12.129 15.839 11.447 0.103
H 19.119 8.890 11.554 0.081
C 7.477 11.398 13.933 -0.027
C 13.214 11.349 12.654 -0.013
H 12.356 14.883 15.832 0.066
N 11.220 11.951 19.219 0.161
C 18.029 12.960 16.587 -0.455
H 15.392 5.432 17.058 0.097
C 11.495 8.810 17.376 -0.031
C 11.950 7.488 16.948 -0.503
H 15.986 12.363 16.847 0.079
H 17.361 9.061 11.476 0.062
H 18.118 8.966 12.950 0.054
C 15.983 6.042 16.374 -0.204
C 14.249 15.445 11.764 -0.171
H 16.868 12.622 18.340 0.082
H 19.627 11.290 10.258 0.113
```

Calculated values
ΔE to the lowest compared entry with this formula, charge and spin ... 0.00 kJ/mol
LUMO level ... 0.065 eV
E_HOMO ... -0.3409 Ha
Frontier orbital gap ... 9.34 eV
Multiplicity ... 1

Calculated max |F| (eV Å⁻¹), listed in the same order as above: 4.84 5.69 1.87 3.09